291
Properties=species:S:1:pos:R:3:forces:R:3:lowdin_charge:R:1 method="wB97M-V/def2-TZVPD" e_tot_ev=-129008.87721 smiles=CC1(C)CCCC(C)(C)N1O.CC1(C)CCCC(C)(C)N1O.CC1(C)CCCC(C)(C)N1O.CC1(C)CCCC(C)(C)N1O.CC1(C)CCCC(C)(C)N1O.CC1(C)CCCC(C)(C)N1O.CC1(C)CCCC(C)(C)N1O.CC1(C)CCCC(C)(C)N1O.COC[C@H](C)N.COC[C@H](C)N.COC[C@H](C)N multiplicity=1 homo_lumo_gap_ev=8.633 de_lowest_ev=2.518
C -11.6559 -18.0346 30.3320 -1.2812 -1.3361 0.7581 -0.017
C -11.3798 -19.5304 30.0251 -1.6893 1.2793 -0.5937 -0.533
C -12.6637 -20.2872 30.4448 0.0832 2.1684 -0.1335 -0.029
C -11.1162 -19.8018 28.5203 -0.5628 -3.4272 0.7445 -0.144
C -9.8165 -19.3517 27.9899 1.1914 1.7079 -2.2504 -0.210
C -8.7149 -19.9339 28.7909 2.1611 -0.2623 1.8683 -0.174
C -8.8416 -19.6297 30.2806 -2.0094 0.7987 1.6791 -0.414
C -7.9089 -20.5157 31.1397 0.0322 -0.2095 -1.6327 -0.023
C -8.5815 -18.0735 30.5435 0.5421 -2.0696 0.2430 -0.013
N -10.2819 -20.0196 30.7704 3.3318 -0.9887 -1.2022 -0.121
O -10.3559 -19.7282 32.1494 -0.4862 -0.2594 0.0659 -0.018
H -11.5421 -17.4718 29.4837 -0.1683 1.5719 -2.4225 0.047
H -12.6614 -17.8530 30.7799 0.8471 -0.0654 -0.3663 0.098
H -10.8941 -17.6683 30.9476 0.6389 0.4969 1.4527 0.034
H -13.4561 -20.1110 29.6760 0.5189 -0.2658 0.6886 0.098
H -12.3721 -21.3015 30.5152 -0.3068 -1.2642 0.3595 0.065
H -12.9550 -19.7686 31.3961 -0.1029 -1.2692 -0.6245 0.089
H -11.0374 -20.9531 28.3967 -0.3050 1.3522 0.5256 0.155
H -12.0258 -19.6190 27.9686 -0.0710 0.8361 -0.3599 0.108
H -9.6052 -19.6777 26.9059 -0.7590 0.7085 1.3365 0.129
H -9.7124 -18.2296 28.0598 -0.1670 -0.9062 -0.4487 0.116
H -7.6997 -19.4976 28.6255 -0.6678 -0.0773 -0.7492 0.125
H -8.5549 -21.0120 28.6811 -0.5641 -0.0187 -0.2452 0.115
H -7.7385 -20.1526 32.1269 0.2549 0.6117 0.6063 0.065
H -6.9523 -20.6411 30.5862 -0.3417 0.0745 0.5418 0.081
H -8.3715 -21.4999 31.2681 0.1043 0.0464 -0.3038 0.089
H -8.7121 -17.9082 31.6035 -0.6034 0.3281 0.2408 0.076
H -9.1807 -17.4323 29.9100 0.1073 0.1536 0.0805 0.054
H -7.5214 -17.8914 30.4195 0.3646 0.1342 -0.5314 0.062
H -10.4876 -20.6325 32.4585 -0.0086 0.3244 0.5763 0.110
C -3.3794 -10.9925 31.6530 1.2521 0.8426 -1.2263 -0.058
C -3.6514 -12.4912 31.7698 -0.2506 1.4610 0.7671 -0.487
C -3.1552 -13.2313 30.4977 0.2020 1.2865 0.2648 -0.005
C -2.7793 -12.9125 32.9953 -0.4175 -1.6039 0.4670 -0.118
C -3.3133 -14.2811 33.5558 0.7647 0.8421 -0.1762 -0.172
C -4.7853 -14.1315 33.8832 -0.3307 -1.3809 -0.1690 -0.148
C -5.6969 -13.7415 32.6617 1.8056 0.5636 1.3757 -0.500
C -5.6886 -14.8876 31.6471 0.0055 -0.7118 1.1717 -0.013
C -7.0690 -13.4695 33.2686 -0.3461 0.1971 -1.0819 -0.033
N -5.0886 -12.4694 32.1820 -0.0154 -1.6837 0.1085 -0.081
O -5.8882 -11.9714 31.0951 -0.3893 0.9984 0.7205 -0.059
H -2.2735 -10.9703 31.6154 -0.3212 0.6129 -0.3086 0.089
H -3.7864 -10.4882 30.7171 0.4723 -0.7441 1.3284 0.067
H -3.6492 -10.4269 32.5628 -0.2360 -0.4065 -0.4744 0.094
H -2.1999 -12.7531 30.2387 -0.1925 0.0457 -0.0054 0.093
H -2.8743 -14.2304 30.7281 -0.1786 -1.0784 -0.0624 0.046
H -3.7696 -13.1427 29.5972 -0.2129 -0.1594 0.3350 0.070
H -1.7384 -13.0673 32.6814 -0.2183 0.2183 -0.2089 0.119
H -2.7475 -12.1379 33.7774 -0.3506 -0.2004 -0.2780 0.118
H -3.1324 -15.0082 32.7726 -0.3103 -0.2816 -0.3416 0.084
H -2.7312 -14.7290 34.3904 -0.3138 0.8114 -0.1525 0.119
H -4.9131 -13.4774 34.7451 -0.1031 0.4446 -0.2261 0.119
H -5.1634 -15.1099 34.2359 0.0556 0.2537 -0.1323 0.119
H -4.6893 -15.1976 31.3643 0.1934 0.4518 -0.3611 0.057
H -6.2878 -14.6487 30.7947 -0.3530 0.0382 -0.6900 0.064
H -6.0434 -15.8197 32.1283 -0.4392 0.5089 -0.1620 0.098
H -7.8047 -13.4014 32.4406 0.1553 -0.0261 0.6651 0.069
H -7.1250 -12.5519 33.8904 0.2816 -0.5029 -0.4254 0.101
H -7.2776 -14.3328 33.8888 -0.4718 -0.1120 0.1383 0.081
H -6.2906 -11.1976 31.5625 0.2764 -0.7902 -0.9992 0.135
C -0.9950 -16.6981 26.8920 -0.4559 -0.9191 0.9997 -0.013
C -2.0391 -17.7820 26.4553 3.1454 -0.8365 0.0467 -0.509
C -2.4392 -17.5150 25.0683 0.5725 2.7383 -0.4060 -0.049
C -1.2408 -19.1584 26.3963 0.1019 1.1970 -0.9602 -0.128
C -1.0883 -19.7709 27.7470 2.0398 -0.2611 1.0240 -0.219
C -2.3825 -19.8170 28.4871 -1.4434 0.2281 0.9464 -0.138
C -3.0358 -18.3826 28.6251 1.5838 -0.6110 0.7853 -0.485
C -4.4088 -18.4944 29.2257 -0.6658 -0.0751 0.7504 -0.043
C -2.1162 -17.5296 29.5795 -0.6759 1.3719 -1.6971 -0.015
N -3.2170 -17.8958 27.2612 0.0866 0.2222 0.4479 -0.069
O -3.6904 -16.5728 27.3464 -0.4996 0.7866 0.4046 -0.052
H -0.2937 -16.4382 26.1450 0.2627 0.3157 -1.5158 0.070
H -1.4068 -15.7881 27.3099 -0.2117 0.0091 0.0397 0.076
H -0.3286 -17.1733 27.5951 0.0584 0.1494 0.7567 0.054
H -3.1389 -18.2086 24.7391 -1.4945 -1.1603 -0.7205 0.049
H -2.7608 -16.4605 24.9807 -0.4124 -0.5343 -0.1488 0.090
H -1.5605 -17.5334 24.4600 0.6271 -0.2996 -0.6680 0.079
H -1.8258 -19.7701 25.7215 -0.0887 -0.5488 -0.1781 0.093
H -0.2325 -18.9564 25.8873 -1.3899 -0.2672 0.7056 0.146
H -0.6902 -20.8203 27.7533 0.0109 0.9081 -0.3504 0.123
H -0.3182 -19.1164 28.2774 -0.8998 -1.0914 -0.2656 0.116
H -2.2668 -20.2359 29.5116 0.1351 0.3601 -0.4585 0.129
H -3.0515 -20.5535 27.9854 0.0044 0.7132 0.0543 0.103
H -4.9423 -17.5798 29.5953 0.8001 -0.3592 -0.7552 0.084
H -4.3301 -19.1199 30.1253 -0.2444 -0.2632 -0.3020 0.085
H -4.9653 -18.9549 28.4095 -0.6862 -0.2312 0.3908 0.076
H -2.3028 -16.4505 29.3247 0.0539 -0.8967 0.5680 0.086
H -1.0550 -17.6683 29.4957 0.4337 -0.2801 -0.4391 0.051
H -2.3090 -17.7177 30.6056 -0.7261 -0.1661 0.9913 0.064
H -4.4957 -16.5213 26.8042 -0.1745 -0.1539 0.0175 0.058
C -10.3891 -20.2860 20.8256 -0.9174 0.1713 -0.2329 -0.009
C -11.5488 -19.3403 21.2381 -0.7064 -0.9798 0.0014 -0.516
C -12.1585 -18.7555 19.9906 0.5504 3.2922 0.5026 -0.039
C -12.6419 -20.1700 21.9526 0.5975 -0.6823 0.0283 -0.141
C -12.2222 -20.5289 23.3690 0.8719 -0.0125 -0.6872 -0.162
C -11.8512 -19.2386 24.1090 -0.6092 -1.3089 1.5552 -0.138
C -10.7704 -18.4388 23.4260 0.6432 -0.3107 0.7987 -0.539
C -10.7244 -17.0985 24.1584 -0.4202 -0.6091 0.3127 -0.022
C -9.3921 -19.1341 23.5412 -1.0028 -0.2005 1.6171 -0.012
N -11.2409 -18.2221 22.1003 -1.0373 0.5989 -0.8535 -0.110
O -10.4877 -17.2770 21.3803 0.6699 0.0358 0.5676 -0.018
H -9.8554 -20.7277 21.6607 -0.1958 -0.3033 -0.3438 0.053
H -10.8763 -21.0171 20.1656 0.3699 -0.2320 0.4138 0.096
H -9.6934 -19.7892 20.1789 0.6532 0.4878 -0.2608 0.074
H -12.5287 -19.4786 19.3555 -0.7969 -1.5964 -1.4262 0.058
H -12.9512 -18.0093 20.2401 0.2304 -0.8562 0.0925 0.108
H -11.4420 -18.0832 19.4666 -0.2435 -0.8962 0.0589 0.093
H -13.5546 -19.6324 21.9587 -0.9136 0.9440 0.1090 0.104
H -12.8920 -21.0916 21.4112 0.4021 0.1407 -0.2013 0.125
H -13.0076 -21.1081 23.8515 0.0860 0.0479 0.2356 0.112
H -11.3295 -21.1846 23.2206 -0.5708 0.2758 0.6714 0.112
H -11.5270 -19.4720 25.1668 -0.1604 0.1937 -0.9965 0.123
H -12.7552 -18.6125 24.2180 0.3067 -0.1380 -0.1831 0.135
H -9.7524 -16.6687 24.0363 0.5430 0.6716 0.0596 0.060
H -10.9594 -17.2393 25.2378 0.3289 0.1562 -0.6712 0.102
H -11.4954 -16.4979 23.6962 -0.1094 0.5136 0.1131 0.086
H -9.4049 -20.1984 23.3081 0.0871 0.2264 0.1557 0.062
H -9.1379 -19.0154 24.6077 0.2116 -0.2742 -0.2631 0.075
H -8.6240 -18.6372 23.0050 0.7360 0.4648 -0.7807 0.067
H -9.6638 -17.7478 21.1996 0.4979 0.2744 -0.2723 0.099
C -12.8860 -10.8877 29.5602 0.5757 0.3999 1.2719 -0.032
C -11.9909 -11.7960 30.4602 0.7249 0.1582 -0.6747 -0.464
C -11.1846 -12.7820 29.4976 -1.2752 -0.5568 0.7890 -0.022
C -10.9433 -10.9240 31.1983 0.0294 -1.2876 -0.9678 -0.142
C -10.2127 -11.7240 32.2254 -0.7335 -2.3746 0.4675 -0.203
C -11.2320 -12.2853 33.2582 -1.0269 2.0568 0.3412 -0.121
C -12.3267 -13.1723 32.5880 1.3519 -0.5486 1.2154 -0.476
C -11.7090 -14.5555 32.1603 0.6316 0.6174 0.4446 -0.026
C -13.4627 -13.4537 33.6599 1.3347 -1.0374 -1.1194 -0.027
N -12.8921 -12.3775 31.4845 -0.1141 -0.5933 -0.2524 -0.071
O -13.7930 -13.2480 30.7695 0.3022 -0.0966 -0.1908 -0.041
H -13.3424 -10.1307 30.2213 -0.0558 -0.3542 -0.1181 0.084
H -12.2183 -10.2917 28.9189 -0.4316 -0.5367 -0.3583 0.083
H -13.6975 -11.4475 29.0821 0.5356 0.2041 -0.2711 0.079
H -10.3124 -13.3191 29.8890 -0.2161 0.4667 0.3015 0.048
H -11.8756 -13.5630 29.1664 0.0007 0.0491 -0.0633 0.082
H -10.8642 -12.2617 28.6142 0.1292 0.5048 -0.3718 0.056
H -10.2452 -10.5524 30.4288 -0.3952 0.3581 0.3949 0.121
H -11.4295 -10.1929 31.7975 -0.5565 1.3404 -0.1432 0.109
H -9.6966 -12.6160 31.8288 -0.1341 0.4355 -0.2400 0.081
H -9.4548 -11.1578 32.6907 0.8335 0.8330 0.7791 0.091
H -11.7944 -11.3931 33.7635 0.9084 -1.2822 -0.8953 0.143
H -10.7214 -12.7682 34.0938 -0.1200 -0.4095 -0.2220 0.110
H -12.4949 -15.0818 31.6807 -0.6231 -0.8069 -0.4670 0.051
H -11.3505 -15.1386 33.0269 -0.4112 0.3595 -0.0935 0.092
H -10.8458 -14.5526 31.4671 -0.5272 0.4706 0.3191 0.066
H -13.0543 -13.9018 34.5745 0.2424 0.4276 -0.1401 0.084
H -14.1256 -14.2429 33.2952 -0.2393 0.3100 -0.2017 0.074
H -13.9834 -12.5487 33.8755 -0.4791 0.6076 0.2038 0.068
H -14.6429 -13.1333 31.1945 -0.2197 0.2717 0.1590 0.096
C -5.4718 -24.9365 27.1462 0.4331 1.1294 0.3191 -0.005
C -4.6753 -23.5589 27.4824 -0.6773 -0.4433 -1.1241 -0.417
C -4.5507 -23.3850 29.0072 0.7085 -0.5167 -1.4494 -0.024
C -3.2535 -23.5514 26.8209 -0.5134 -0.6162 0.1932 -0.144
C -3.3383 -23.5503 25.3168 -2.1431 0.7424 0.6836 -0.175
C -4.0990 -22.2583 24.9119 -0.3392 -1.2875 -0.7791 -0.106
C -5.5274 -22.1374 25.5175 0.3851 0.1633 -0.4501 -0.515
C -5.9323 -20.6854 25.2678 0.7212 0.3231 1.1270 -0.053
C -6.6090 -22.9988 24.8561 0.4991 -0.6368 -1.1193 -0.027
N -5.3720 -22.3418 26.9646 1.1570 -0.2584 -0.4790 -0.112
O -6.6344 -22.2164 27.5513 -0.4453 0.1606 0.8008 -0.038
H -5.3680 -25.6380 27.9534 0.4198 -0.3469 0.5129 0.061
H -6.5382 -24.7541 27.1131 -0.2484 0.3792 -0.0566 0.065
H -5.2256 -25.4777 26.2264 0.2927 0.4527 0.0980 0.064
H -4.3587 -22.3828 29.3375 0.0552 0.6650 -0.1093 0.070
H -5.3439 -23.8114 29.5509 -1.2432 -0.3644 0.5749 0.064
H -3.6872 -23.9719 29.2103 0.8623 -0.4948 0.7684 0.072
H -2.7299 -22.6279 27.0705 0.1597 -0.1324 0.6459 0.102
H -2.6685 -24.4625 27.0731 -0.3543 0.6517 0.5663 0.133
H -2.3576 -23.5681 24.9459 1.3271 0.0030 -0.8978 0.091
H -3.8531 -24.4780 25.0549 -0.0046 0.2311 -0.6159 0.098
H -4.1476 -22.1696 23.8104 -0.1953 -0.0517 0.3645 0.123
H -3.5370 -21.3973 25.2500 0.2614 0.2450 0.2287 0.093
H -6.9608 -20.4719 25.4835 -0.7130 -0.0952 0.5523 0.064
H -5.8657 -20.4596 24.2085 0.6192 0.2384 -0.1602 0.073
H -5.2918 -20.0709 25.9557 -0.4521 -0.0117 -0.9882 0.098
H -6.8472 -22.5374 23.8513 -0.0241 -0.5010 1.1022 0.099
H -7.4971 -23.0629 25.5019 0.2374 0.1333 -0.3999 0.083
H -6.2388 -24.0235 24.6400 -0.3184 0.4765 0.1860 0.075
H -6.4637 -21.5369 28.2189 -0.3625 -0.1030 -0.0968 0.079
C -7.8401 -10.6618 28.2017 -0.5549 -1.8147 -0.1977 -0.025
C -6.7798 -10.2205 27.2050 1.2999 0.9646 -1.6680 -0.484
C -6.5700 -11.1348 25.9359 -1.8412 1.4450 -0.4329 -0.010
C -7.2434 -8.8463 26.6591 -0.4652 0.1573 -0.1450 -0.162
C -6.1943 -8.0130 25.9350 0.5369 0.7118 1.2387 -0.151
C -5.0185 -7.7987 26.9705 -1.0496 -1.1152 -0.8185 -0.107
C -4.4423 -9.1934 27.4529 -0.5907 1.4479 -0.4076 -0.526
C -3.5593 -9.8731 26.3658 -1.4903 0.3658 -0.1433 -0.014
C -3.5439 -8.8450 28.6159 1.1524 -0.5307 0.6193 -0.061
N -5.5471 -9.9797 27.9393 -0.3884 -0.3816 1.2858 -0.091
O -5.0357 -11.2510 28.3071 0.0348 -0.7921 1.4321 -0.063
H -8.2536 -9.8266 28.7783 0.3186 -0.1462 -0.0695 0.079
H -8.6702 -11.1223 27.6297 0.1299 0.2944 0.2563 0.084
H -7.5079 -11.4810 28.8912 -0.0538 0.7977 -0.5228 0.076
H -6.2850 -12.1518 26.0791 -0.2331 -0.7824 0.4183 0.033
H -7.5767 -11.0019 25.4582 0.7846 -0.9862 0.0854 0.074
H -5.8743 -10.7627 25.1613 -0.3617 0.2476 0.7272 0.063
H -8.0899 -8.9499 25.9742 -0.1555 -0.4089 0.2179 0.116
H -7.6281 -8.3402 27.5436 0.0927 0.5811 -0.1048 0.108
H -5.8002 -8.5751 25.0862 -0.0458 0.1454 -0.1262 0.097
H -6.6486 -7.0408 25.5451 0.7074 -1.2093 0.5970 0.130
H -5.3347 -7.1398 27.8136 0.2359 -0.6408 -0.5300 0.127
H -4.1828 -7.3867 26.4527 0.5962 0.8981 -0.2221 0.087
H -2.9624 -10.6058 26.8981 0.5635 0.0736 -0.4423 0.079
H -3.0576 -9.1109 25.7494 0.4450 -0.4078 0.5712 0.095
H -4.2088 -10.4069 25.6675 0.3925 0.0111 0.1881 0.038
H -2.9363 -9.7301 28.9813 -0.6821 1.0330 -0.4954 0.087
H -4.0703 -8.3997 29.4761 0.0185 -0.1926 -0.4064 0.092
H -2.8613 -8.0973 28.1994 0.2859 -0.0564 0.4087 0.087
H -5.2295 -11.3752 29.2840 0.1801 0.2937 -1.3466 0.078
C -11.5696 -14.2368 19.8115 -0.0512 -0.7941 1.8922 -0.038
C -11.2031 -12.9947 20.6719 -2.5191 0.0396 0.1848 -0.501
C -10.1096 -12.1782 20.0468 2.2741 -1.0706 -0.5546 -0.036
C -12.5523 -12.0740 20.8087 0.6708 -2.4423 -0.7254 -0.133
C -12.4621 -11.0167 21.8171 1.2567 2.2006 0.1118 -0.242
C -12.1079 -11.5269 23.1769 1.7055 -0.8776 1.5003 -0.121
C -10.8845 -12.5511 23.2203 0.6242 0.8973 -0.8854 -0.425
C -9.4632 -11.8059 23.2830 -1.4867 -0.4521 -1.1924 -0.018
C -10.9864 -13.4396 24.4655 -0.7487 1.0284 -0.6409 -0.042
N -10.9182 -13.4695 22.0143 -0.6943 0.2275 2.0233 -0.097
O -9.7384 -14.2694 22.0955 -0.0986 0.1313 -0.5448 -0.054
H -11.8566 -13.8746 18.8474 -0.4034 -0.1067 -0.7211 0.064
H -10.6932 -14.9028 19.7283 -0.2111 0.3845 -0.1603 0.073
H -12.3661 -14.8919 20.3290 0.9522 1.2681 -0.9001 0.110
H -9.1943 -12.4019 20.6772 -0.7644 0.6385 -1.0068 0.090
H -9.8310 -12.4890 18.9875 -0.5720 0.3880 1.2243 0.104
H -10.3575 -11.1319 20.0570 0.2548 0.5198 -0.0043 0.061
H -12.7155 -11.6437 19.8322 -0.1052 0.0539 -0.4626 0.112
H -13.4146 -12.7146 21.0376 0.2654 -0.2103 -0.1274 0.120
H -11.7575 -10.2451 21.4156 0.0190 -0.4975 0.6817 0.120
H -13.3587 -10.4255 21.9177 -0.7125 -0.0279 -0.1902 0.109
H -12.9790 -12.0354 23.6184 0.1560 0.0241 -0.1659 0.117
H -11.8067 -10.7276 23.9099 -0.4667 -0.4922 -0.7726 0.130
H -8.7294 -12.6019 23.1996 0.2873 0.1170 0.2130 0.058
H -9.3220 -11.2309 24.1880 -0.1209 0.0658 0.2500 0.052
H -9.3367 -11.1590 22.3948 -0.0827 -0.0825 0.5844 0.074
H -11.8360 -14.0963 24.3549 -0.1049 -0.5211 -0.0978 0.077
H -11.2216 -12.8197 25.3235 0.2853 0.2088 0.3393 0.079
H -10.0631 -13.9624 24.5945 0.4441 -0.5325 0.3207 0.057
H -10.0918 -15.1523 22.2475 -0.0142 -0.2595 -0.1764 0.059
C -6.1952 -17.2010 24.6687 -0.0710 0.5571 -0.5417 -0.069
O -6.0812 -16.6924 25.9922 -0.4156 -1.1278 -0.3512 -0.212
C -7.1996 -15.8914 26.2794 0.2116 0.4584 -0.6515 -0.219
C -6.9818 -15.2282 27.6172 -0.6535 0.3088 -0.2378 -0.441
C -8.2429 -14.4637 27.9444 -0.5561 -0.4293 -0.2612 -0.058
N -5.8189 -14.3833 27.5505 2.8359 0.3887 2.0741 0.081
H -7.2585 -17.3913 24.4163 0.4629 -0.0426 0.1780 0.072
H -5.6418 -18.1392 24.5636 0.0576 0.4196 0.0524 0.059
H -5.8331 -16.4084 23.9630 -0.1529 -0.8127 0.3157 0.075
H -7.2664 -15.1691 25.4255 -0.2226 0.1002 0.7781 0.139
H -8.1468 -16.4574 26.2932 0.2510 -0.2537 -0.0505 0.124
H -6.8860 -16.0452 28.3610 0.3736 0.4152 -0.2463 0.141
H -8.0773 -13.8622 28.8187 0.0416 0.7181 0.2236 0.056
H -8.9801 -15.2006 28.2504 -0.5477 0.0016 -0.1756 0.068
H -8.6224 -13.8957 27.0636 0.2559 -0.1123 0.7576 0.095
H -5.9202 -13.3598 27.6117 -0.6735 -0.7162 -0.0697 0.044
H -5.1363 -14.5753 28.3559 -1.2700 0.0446 -1.7448 0.100
C -0.5472 -20.0244 21.9686 -0.0908 -0.3950 -0.6278 -0.105
O -1.8502 -20.0519 21.4448 -0.6136 0.3848 -0.5351 -0.200
C -2.1912 -18.9232 20.6501 -0.1303 0.0929 0.0756 -0.202
C -3.7035 -18.7381 20.6527 -0.6346 -0.6643 0.2601 -0.433
C -4.1324 -17.4518 19.9626 0.3881 0.3134 -0.2434 -0.068
N -4.2417 -18.8466 22.0194 0.0261 2.3892 -0.2286 0.069
H 0.1604 -19.7941 21.1571 0.1600 -0.2391 0.3612 0.093
H -0.4204 -21.0196 22.3801 0.4993 -0.1511 -0.0766 0.087
H -0.4166 -19.3245 22.7825 -0.1149 0.5540 0.2218 0.070
H -1.8663 -18.0151 21.1534 0.7005 0.3094 0.0550 0.119
H -1.7469 -18.9689 19.6241 -0.2565 -0.0755 0.6729 0.141
H -4.2080 -19.5362 20.1368 0.0579 -0.6371 -0.5177 0.129
H -3.6792 -17.3576 18.9530 -0.6832 -0.4239 0.2766 0.090
H -3.6935 -16.5945 20.4532 0.0389 0.3849 0.5780 0.049
H -5.2310 -17.3124 19.9765 0.6644 -0.2406 -0.2528 0.084
H -4.0825 -19.7412 22.3936 0.3332 -1.4267 0.3015 0.034
H -3.7067 -18.2163 22.6340 -0.3806 -0.1679 -0.2653 0.063
C -5.8972 -14.6255 21.5915 -0.1252 0.4619 1.6518 -0.086
O -5.2233 -13.3514 21.7581 0.4300 -1.0682 -0.4352 -0.195
C -4.9085 -12.9659 23.0875 0.6916 0.4525 -1.0768 -0.209
C -3.9376 -13.8646 23.8045 -0.6167 -1.6687 1.1973 -0.457
C -3.4678 -13.1867 25.1030 -0.7698 -0.5028 -0.9128 -0.043
N -2.7624 -14.3267 23.0865 1.7141 1.4889 -0.8853 0.042
H -6.8312 -14.5843 22.2169 0.5773 -0.2819 -0.5394 0.089
H -5.3366 -15.5866 21.8545 -0.2804 1.4654 -0.1822 0.072
H -6.1592 -14.6447 20.5527 -0.2032 -0.1668 -0.5081 0.076
H -4.4434 -11.9494 23.0252 -0.5710 -0.5662 -0.1417 0.143
H -5.8355 -12.9352 23.6234 -0.6490 0.2797 0.7900 0.101
H -4.4993 -14.8250 24.0540 0.5714 1.0372 -0.0669 0.125
H -4.2767 -12.7875 25.7248 0.2430 -0.0513 -0.2784 0.053
H -2.8160 -12.4192 24.7264 0.4399 0.7556 0.3810 0.070
H -2.9099 -13.9027 25.6704 0.3940 -0.3193 0.4602 0.064
H -2.0769 -13.5505 22.7934 -1.5538 -1.2377 0.8567 0.117
H -3.0120 -14.7519 22.2076 -0.2763 -0.1623 -0.2212 0.044